No. 1
Here is a cluster of 5 separate species, C28H49BNO15 in total from OMol25. Energies are from ωB97M-V with the def2-TZVPD basis set.

The geometry in ORCA input format:
```
! RIJCOSX wB97M-V def2-TZVPD def2/J DEFGRID3
* xyz 0 2
C -0.700 -1.695 1.066
B -0.370 -0.452 0.096
O 1.011 -0.059 0.038
C -1.487 0.315 -0.786
C -0.818 1.593 -1.435
C -0.923 2.860 -0.557
O -0.703 2.611 0.823
C -1.724 -0.671 -2.026
C -3.224 -0.737 -2.438
C -3.317 -1.850 -3.553
C -3.786 0.558 -3.088
N -3.990 -1.251 -1.290
O -3.702 -2.478 -1.035
C -3.993 -0.371 -0.114
C -4.170 -1.184 1.221
C -5.319 0.486 -0.198
C -2.801 0.647 0.004
H -1.097 -2.584 0.544
H -1.379 -1.305 1.852
H 0.221 -2.005 1.604
H 1.427 -0.657 -0.587
H -1.419 1.795 -2.351
H 0.199 1.381 -1.805
H -0.134 3.565 -0.903
H -1.906 3.357 -0.693
H -0.167 3.295 1.233
H -1.322 -1.684 -1.819
H -1.138 -0.284 -2.896
H -4.384 -2.118 -3.674
H -2.965 -1.438 -4.521
H -2.682 -2.719 -3.334
H -4.894 0.524 -3.041
H -3.531 0.557 -4.160
H -3.478 1.492 -2.591
H -5.162 -1.671 1.135
H -3.389 -1.938 1.368
H -4.195 -0.438 2.032
H -5.211 1.321 -0.923
H -5.533 0.964 0.776
H -6.173 -0.116 -0.554
H -3.204 1.654 -0.222
H -2.529 0.693 1.079
C 0.797 -0.475 -8.568
C 0.522 -0.963 -7.163
C -0.775 -0.478 -6.577
O -0.502 -0.522 -5.172
C 0.837 -0.333 -5.034
O 1.379 -0.113 -4.001
O 1.469 -0.425 -6.230
H 0.217 -1.043 -9.295
H 0.543 0.582 -8.675
H 1.857 -0.572 -8.807
H 0.599 -2.054 -7.123
H -1.622 -1.114 -6.830
H -1.010 0.556 -6.846
C 1.639 1.318 5.588
C 0.714 2.471 5.265
C -0.581 2.067 4.619
O -0.926 3.248 3.887
C 0.236 3.864 3.575
O 0.333 4.767 2.796
O 1.277 3.322 4.254
H 1.312 0.801 6.491
H 1.669 0.596 4.770
H 2.660 1.673 5.735
H 0.549 3.081 6.159
H -1.357 1.811 5.338
H -0.468 1.246 3.905
C 4.132 4.317 2.818
C 5.236 4.253 3.849
C 6.616 4.491 3.306
O 7.432 3.787 4.248
C 6.673 2.776 4.743
O 7.090 1.878 5.395
O 5.371 2.929 4.387
H 3.891 5.351 2.570
H 4.421 3.803 1.898
H 3.234 3.823 3.187
H 5.009 4.927 4.682
H 6.886 5.546 3.267
H 6.772 4.044 2.319
C 1.769 -6.540 -0.183
C 1.118 -5.906 1.027
C 1.811 -4.674 1.535
O 1.434 -4.667 2.914
C 1.232 -5.962 3.268
O 1.104 -6.342 4.384
O 1.201 -6.766 2.172
H 1.522 -5.986 -1.089
H 2.856 -6.561 -0.079
H 1.440 -7.573 -0.299
H 0.057 -5.720 0.828
H 1.481 -3.764 1.035
H 2.902 -4.739 1.481
*
```

Lowest unoccupied orbital energy (spin up / spin down) ... 0.271 / 0.260 eV
Highest occupied orbital energy (spin up / spin down) ... -8.3 / -9.3 eV
Orbital gap (spin up / spin down) ... 8.54 / 9.60 eV


No. 2
Here is a cluster of 6 separate species, C28H49Br10ClO5P2 in total from OMol25. Energies are from ωB97M-V with the def2-TZVPD basis set.

The geometry in ORCA input format:
```
! RIJCOSX wB97M-V def2-TZVPD def2/J DEFGRID3
* xyz 0 1
C 5.671 -2.569 -0.418
C 5.372 -1.059 -0.372
C 4.024 -0.686 -1.032
C 3.928 0.842 -1.041
C 2.537 1.416 -1.370
C 1.486 1.283 -0.232
C 0.067 1.165 -0.862
C -1.013 2.072 -0.223
C -1.891 1.463 0.901
C -2.382 0.049 0.695
C -3.233 -0.372 -0.242
C -3.883 0.552 -1.245
C -3.782 0.132 -2.722
C -2.347 -0.058 -3.222
Cl -4.811 -1.272 -3.166
C -3.508 -1.861 -0.216
O -4.587 -2.353 -0.383
C -2.291 -2.707 0.109
P -1.897 -4.274 -0.747
P 0.173 -4.045 -1.429
O 0.898 -5.299 -1.316
O 0.232 -3.482 -2.965
O 0.958 -2.940 -0.540
C -1.471 -2.292 1.066
C -1.839 -0.968 1.683
O -1.708 -0.718 2.850
H 6.512 -2.814 0.235
H 4.787 -3.091 -0.043
H 5.906 -2.901 -1.465
H 6.167 -0.474 -0.838
H 5.331 -0.751 0.680
H 3.248 -1.157 -0.422
H 4.022 -1.109 -2.040
H 4.592 1.171 -1.851
H 4.320 1.301 -0.128
H 2.202 0.941 -2.298
H 2.654 2.490 -1.555
H 1.573 2.110 0.470
H 1.726 0.345 0.284
H 0.169 1.499 -1.899
H -0.202 0.103 -0.917
H -1.604 2.525 -1.023
H -0.470 2.899 0.246
H -1.359 1.547 1.850
H -2.769 2.114 0.997
H -3.498 1.567 -1.173
H -4.952 0.612 -1.001
H -4.180 0.968 -3.299
H -1.987 -1.075 -3.053
H -2.378 0.147 -4.299
H -1.707 0.706 -2.784
H -2.613 -4.340 -1.966
H 0.335 -2.521 -2.919
H 0.584 -2.050 -0.628
H -0.590 -2.835 1.390
Br 4.039 -4.336 -3.301
C 5.660 -4.174 -4.357
C 6.823 -3.707 -3.521
Br 6.727 -1.797 -3.134
H 5.435 -3.504 -5.181
H 5.850 -5.173 -4.746
H 7.757 -3.840 -4.063
H 6.886 -4.216 -2.563
Br 0.577 4.973 1.683
C 0.049 4.209 3.399
C 1.236 3.711 4.175
Br 1.888 2.015 3.476
H -0.677 3.431 3.187
H -0.440 5.021 3.930
H 0.953 3.505 5.204
H 2.073 4.402 4.160
Br -2.962 2.598 -5.466
C -4.485 2.575 -6.680
C -4.447 1.378 -7.591
Br -3.141 1.605 -9.014
H -4.474 3.519 -7.215
H -5.362 2.537 -6.037
H -5.403 1.255 -8.096
H -4.192 0.460 -7.072
Br 0.584 -3.717 4.882
C -1.346 -3.689 5.120
C -1.733 -3.085 6.443
Br -1.436 -4.325 7.914
H -1.692 -4.711 5.003
H -1.726 -3.081 4.301
H -2.799 -2.868 6.464
H -1.176 -2.184 6.673
Br -3.005 4.695 5.120
C -3.115 4.825 7.060
C -1.973 5.622 7.631
Br -0.322 4.592 7.663
H -3.156 3.809 7.440
H -4.061 5.323 7.258
H -2.169 5.877 8.670
H -1.768 6.527 7.069
*
```

Lowest unoccupied orbital energy ... -1.051 eV
SMILES string ... CCCCCCCCCC1=C(C[C@@H](C)Cl)C(=O)C(PP(=O)(O)O)=CC1=O.BrCCBr.BrCCBr.BrCCBr.BrCCBr.BrCCBr
Highest occupied orbital energy ... -9.2 eV
Orbital gap ... 8.18 eV


No. 3
Here is a cluster of 20 separate species, C28H49BrCl38NO4 in total from OMol25. Energies are from ωB97M-V with the def2-TZVPD basis set.

The geometry in ORCA input format:
```
! RIJCOSX wB97M-V def2-TZVPD def2/J DEFGRID3
* xyz -1 1
C -0.098 -0.813 -1.836
C 0.389 0.272 -1.713
C 1.108 1.538 -1.613
C 0.171 2.758 -1.351
O 0.706 3.905 -1.425
O -1.037 2.504 -1.131
N 2.214 1.383 -0.650
C 3.534 1.322 -1.234
O 4.299 2.491 -1.016
C 3.807 3.556 -1.837
C 3.952 4.848 -1.070
C 2.141 2.184 0.536
C 1.096 1.706 1.492
O 0.187 0.997 1.272
Br 1.359 2.373 3.341
H -0.247 -1.845 -2.036
H 1.515 1.689 -2.612
H 4.087 0.491 -0.803
H 3.492 1.128 -2.303
H 2.771 3.413 -2.117
H 4.457 3.604 -2.714
H 3.092 4.945 -0.424
H 4.833 4.826 -0.454
H 3.979 5.682 -1.764
H 3.076 2.072 1.080
H 2.042 3.256 0.374
C -2.350 1.846 3.306
Cl -3.372 0.468 3.749
Cl -2.087 2.937 4.672
H -1.387 1.472 2.980
H -2.829 2.392 2.503
C 3.855 -2.987 0.385
Cl 5.381 -2.195 0.846
Cl 2.718 -1.866 -0.349
H 4.083 -3.773 -0.326
H 3.406 -3.402 1.279
C -0.959 0.006 -5.252
Cl -1.950 -1.165 -4.373
Cl 0.764 -0.401 -5.186
H -1.268 0.020 -6.291
H -1.089 0.975 -4.774
C 0.616 6.601 -0.319
Cl -0.276 6.318 1.181
Cl 2.190 7.367 0.011
H 0.774 5.640 -0.811
H 0.037 7.265 -0.949
C 6.990 0.688 -2.984
Cl 5.421 0.552 -3.778
Cl 7.057 -0.376 -1.574
H 7.766 0.398 -3.682
H 7.132 1.713 -2.661
C 5.952 -1.142 4.642
Cl 4.492 -0.155 4.708
Cl 7.221 -0.531 5.717
H 5.702 -2.151 4.945
H 6.326 -1.136 3.626
C 6.812 7.510 -0.885
Cl 7.068 5.764 -0.921
Cl 6.201 8.038 0.685
H 7.750 8.009 -1.092
H 6.075 7.764 -1.638
C -0.172 -1.800 3.228
Cl 1.446 -2.506 3.141
Cl -0.952 -2.188 4.770
H -0.087 -0.724 3.134
H -0.773 -2.201 2.421
C -1.976 4.339 -4.461
Cl -3.349 3.883 -5.491
Cl -0.703 3.128 -4.504
H -1.574 5.280 -4.817
H -2.324 4.438 -3.440
C 0.705 -4.678 -3.806
Cl 2.205 -3.767 -3.601
Cl -0.531 -4.175 -2.634
H 0.328 -4.497 -4.812
H 0.914 -5.724 -3.654
C 2.156 7.161 3.668
Cl 1.568 5.868 4.719
Cl 3.847 7.570 4.007
H 2.079 6.834 2.639
H 1.549 8.043 3.831
C -2.310 -7.781 -3.594
Cl -3.775 -7.413 -4.514
Cl -0.860 -7.252 -4.458
H -2.357 -7.266 -2.644
H -2.250 -8.850 -3.436
C -3.249 -0.580 7.520
Cl -3.332 -2.347 7.527
Cl -3.977 0.118 8.977
H -2.210 -0.281 7.475
H -3.783 -0.209 6.654
C -1.133 -9.065 0.286
Cl -2.135 -10.205 -0.625
Cl -0.795 -7.598 -0.637
H -1.659 -8.789 1.192
H -0.194 -9.546 0.527
C -1.635 4.563 -8.695
Cl 0.003 3.933 -8.486
Cl -2.300 4.157 -10.285
H -2.274 4.136 -7.932
H -1.603 5.642 -8.600
C -2.292 -4.297 -6.157
Cl -3.764 -3.849 -7.033
Cl -0.834 -3.712 -6.973
H -2.329 -3.857 -5.166
H -2.245 -5.376 -6.095
C -5.363 -7.621 -8.085
Cl -6.320 -8.395 -9.356
Cl -3.729 -8.283 -7.989
H -5.292 -6.561 -8.298
H -5.856 -7.782 -7.134
C -6.660 -0.334 11.703
Cl -6.506 0.887 12.970
Cl -7.486 -1.786 12.290
H -7.232 0.084 10.885
H -5.670 -0.613 11.365
C -10.358 -4.099 13.312
Cl -10.436 -5.865 13.309
Cl -11.095 -3.413 14.764
H -9.319 -3.798 13.274
H -10.888 -3.727 12.444
*
```

Lowest unoccupied orbital energy ... 1.431 eV
Highest occupied orbital energy ... -6.1 eV
Orbital gap ... 7.49 eV


No. 4
Here is a cluster of 3 separate species, C28H49FN2O10P4S2 in total from OMol25. Energies are from ωB97M-V with the def2-TZVPD basis set.

The geometry in ORCA input format:
```
! RIJCOSX wB97M-V def2-TZVPD def2/J DEFGRID3
* xyz 0 1
C 5.002 -0.435 -4.815
C 5.857 0.578 -4.017
C 5.419 2.036 -4.170
C 4.165 2.485 -3.366
C 3.957 1.754 -2.056
C 4.764 2.141 -0.995
C 4.665 1.500 0.229
C 3.754 0.464 0.355
C 2.921 0.088 -0.680
C 3.002 0.738 -1.914
P 1.863 0.200 -3.254
N 0.616 -0.596 -2.369
O 1.077 1.522 -3.845
S 3.642 -0.362 1.924
C 3.905 1.018 2.991
C 3.229 1.116 4.210
S 2.070 -0.145 4.675
C 3.456 2.216 5.024
C 4.352 3.188 4.604
P 4.603 4.618 5.679
O 5.081 5.834 4.986
C 5.018 3.094 3.396
C 4.793 2.004 2.564
N 5.479 1.889 1.325
F 6.087 3.106 1.043
H 4.227 0.054 -5.403
H 4.577 -1.208 -4.177
H 5.650 -0.961 -5.521
H 5.958 0.267 -2.976
H 6.862 0.513 -4.442
H 5.193 2.200 -5.227
H 6.277 2.670 -3.938
H 3.293 2.461 -4.015
H 4.327 3.539 -3.124
H 5.473 2.944 -1.143
H 2.203 -0.701 -0.497
H -0.277 -0.489 -2.837
H 0.820 -1.584 -2.294
H 1.291 2.320 -3.345
H 2.873 -1.134 5.097
H 2.911 2.285 5.958
H 3.340 4.817 6.270
H 5.444 4.148 6.707
H 5.692 3.889 3.112
C 0.492 -3.444 1.454
C -0.235 -3.082 0.172
O -1.124 -4.123 -0.253
P -2.498 -4.288 0.575
O -3.340 -3.132 0.208
O -3.224 -5.456 -0.302
C -4.571 -5.196 -0.728
C -4.659 -4.494 -2.063
O -1.944 -5.280 1.702
C -2.785 -5.643 2.827
C -3.917 -6.578 2.453
H -0.189 -3.513 2.303
H 1.249 -2.694 1.690
H 0.971 -4.417 1.344
H -0.791 -2.145 0.269
H 0.497 -2.950 -0.623
H -5.094 -4.596 0.017
H -5.069 -6.167 -0.760
H -3.980 -3.645 -2.102
H -5.680 -4.146 -2.226
H -4.386 -5.159 -2.884
H -3.168 -4.739 3.305
H -2.124 -6.132 3.540
H -4.715 -6.050 1.929
H -4.349 -7.019 3.352
H -3.563 -7.374 1.799
C -5.443 5.171 0.705
C -6.290 3.957 0.370
O -5.608 3.020 -0.470
P -4.416 2.122 0.131
O -4.974 1.172 1.109
O -4.092 1.220 -1.174
C -4.114 -0.209 -1.159
C -5.443 -0.746 -1.661
O -3.227 3.156 -0.174
C -1.874 2.958 0.286
C -1.135 1.840 -0.422
H -4.594 4.901 1.335
H -6.037 5.914 1.239
H -5.042 5.621 -0.203
H -6.627 3.454 1.281
H -7.174 4.269 -0.183
H -3.870 -0.603 -0.174
H -3.323 -0.543 -1.836
H -6.285 -0.251 -1.177
H -5.524 -1.819 -1.494
H -5.542 -0.564 -2.733
H -1.872 2.792 1.366
H -1.372 3.907 0.103
H -1.464 0.861 -0.068
H -0.064 1.914 -0.228
H -1.305 1.872 -1.498
*
```

Lowest unoccupied orbital energy ... 0.057 eV
SMILES string ... CCCCc1cc2c(cc1P(N)O)Sc1c(S)cc([PH2]=O)cc1N2F.CCOP(=O)(OCC)OCC.CCOP(=O)(OCC)OCC
Highest occupied orbital energy ... -7.9 eV
Orbital gap ... 8.00 eV


Which largest force on an atom belongs to each record? In order, 2.74 2.11 1.78 6.12 eV/A.
Which M belongs to each record? In order, 650.50 1362.14 1890.82 780.73 g/mol.